Entry 1:
Molecular formula: C2H3F2NO2
Method: DFT, the ωB97M-V functional and the def2-TZVPD basis

The lowest unoccupied orbital energy is -0.424 eV. The calculation puts the gap between HOMO and LUMO at 11.646 eV. The SMILES is CC(F)(F)[N+](=O)[O-]. As for the relative energy (zero: lowest compared OMol25 entry of this formula, charge and spin): 47.9 kcal/mol. As for the total energy: -482.8583 Eh. The HOMO energy comes out at -12.0703 eV.

```
! wB97M-V def2-TZVPD RIJCOSX def2/J DEFGRID3
* xyz 0 1
C -1.1356 -0.0439 0.0224
C 0.2906 -0.4845 -0.0325
F 0.6540 -1.2774 1.0474
F 0.4895 -1.2190 -1.1358
N 1.2420 0.6333 -0.0253
O 1.3741 1.1712 1.0440
O 1.8128 0.8452 -1.0673
H -2.0409 -0.6019 0.3500
H -1.2017 0.8687 0.7583
H -1.4847 0.1083 -0.9613
*
```

Atomic partial charges in e from the Löwdin method, atoms 1 to 5:
1 C 0.03
2 C -0.52
3 F 0.10
4 F 0.13
5 N -0.34



Entry 2:
Molecular formula: C4H5NS
Method: DFT, the ωB97M-V functional and the def2-TZVPD basis

The lowest unoccupied orbital energy is 0.244 eV. The calculation puts the gap between HOMO and LUMO at 8.458 eV. The SMILES is S=C1C=CCN1. As for the relative energy (zero: lowest compared OMol25 entry of this formula, charge and spin): 12.5 kcal/mol. As for the total energy: -608.3307 Eh. The HOMO energy comes out at -8.2132 eV.

```
! wB97M-V def2-TZVPD RIJCOSX def2/J DEFGRID3
* xyz 0 1
S -0.8723 -1.6951 2.3347
C -0.3953 -0.7200 1.0031
C 0.9080 -0.7318 0.3100
C 0.9748 0.1194 -0.7405
C -0.3705 0.8749 -0.7801
N -1.0442 0.2217 0.3347
H 1.7538 -1.3172 0.6693
H 1.9128 0.0946 -1.3065
H -0.8399 0.7467 -1.7537
H -0.0609 1.9336 -0.6494
H -1.9663 0.4732 0.5782
*
```

Atomic partial charges in e from the Löwdin method, atoms 1 to 5:
1 S 0.52
2 C -0.82
3 C -0.11
4 C -0.04
5 C -0.14



Entry 3:
Molecular formula: C17H40ClNO7PtSi2
Method: DFT, the ωB97M-V functional and the def2-TZVPD basis

The lowest unoccupied orbital energy is 4.549 eV. The calculation puts the gap between HOMO and LUMO at 5.007 eV. As for the relative energy (zero: lowest compared OMol25 entry of this formula, charge and spin): 15.8 kcal/mol. As for the total energy: -2411.8090 Eh. The HOMO energy comes out at -0.4583 eV.

```
! wB97M-V def2-TZVPD RIJCOSX def2/J DEFGRID3
* xyz -2 1
Pt 2.4710 -1.4349 0.9124
Cl 5.2941 -3.0808 0.1119
C 4.3068 -1.4774 0.1732
H 4.2877 -1.1543 -0.8683
H 4.9184 -0.8034 0.7753
C -0.8527 -4.8116 0.5298
Si 0.3475 -3.6074 1.3609
C -0.6575 -2.1220 1.9019
C 0.9512 -4.4676 2.9115
C 1.7561 -3.1865 0.2514
H -1.8172 -4.8117 1.0443
H -0.4511 -5.8264 0.5572
H -1.0252 -4.5501 -0.5135
H -1.5930 -2.4376 2.3722
H -0.8867 -1.4672 1.0633
H -0.0843 -1.5308 2.6209
H 0.1370 -4.5769 3.6336
H 1.7403 -3.8804 3.3750
H 1.3426 -5.4603 2.6817
H 1.4609 -3.0716 -0.8016
H 2.5332 -3.9612 0.3103
C -3.5748 0.6027 -0.3602
C -2.7823 -0.1797 -1.4028
C -2.9511 0.4707 -2.7738
C -3.2779 -1.6226 -1.4404
O -1.4147 -0.2567 -1.0944
Si -0.2764 0.8360 -0.5463
O 1.1292 0.1890 -0.3414
O -1.0477 1.5337 0.7499
C -0.5824 2.5707 1.6072
C -1.0910 2.2305 3.0013
C -1.1970 3.8781 1.1147
C 0.9373 2.6748 1.6209
O -0.2555 2.0882 -1.6850
C 0.7045 2.1760 -2.7290
C 0.1909 3.2531 -3.6769
C 2.0540 2.5810 -2.1512
C 0.8313 0.8485 -3.4669
H -4.6431 0.5091 -0.5749
H -3.3015 1.6558 -0.3599
H -3.3734 0.2182 0.6376
H -4.0080 0.5323 -3.0488
H -2.4257 -0.1129 -3.5292
H -2.5255 1.4721 -2.7613
H -4.3374 -1.6707 -1.7077
H -3.1373 -2.0876 -0.4657
H -2.7009 -2.1920 -2.1687
H -2.1750 2.1049 2.9798
H -0.8381 3.0205 3.7117
H -0.6436 1.2986 3.3441
H -2.2853 3.8378 1.1977
H -0.9369 4.0280 0.0680
H -0.8304 4.7254 1.6990
H 1.4001 1.7078 1.7901
H 1.2537 3.3546 2.4170
H 1.3101 3.0542 0.6713
H 0.0691 4.1930 -3.1371
H -0.7790 2.9646 -4.0850
H 0.8867 3.4088 -4.5044
H 1.9745 3.5602 -1.6754
H 2.8110 2.6347 -2.9384
H 2.3637 1.8511 -1.4061
H -0.1427 0.5343 -3.8404
H 1.2051 0.0789 -2.7948
H 1.5165 0.9477 -4.3131
O 3.5056 0.2109 4.4873
N 3.1758 -0.4515 3.5217
O 3.1292 0.0898 2.3677
O 2.9068 -1.6327 3.5886
*
```

Atomic partial charges in e from the Löwdin method, atoms 1 to 5:
1 Pt 0.90
2 Cl 0.26
3 C -0.71
4 H -0.02
5 H -0.02



Entry 4:
Molecular formula: C3H10FN2O2PSSn
Method: DFT, the ωB97M-V functional and the def2-TZVPD basis

The lowest unoccupied orbital energy is -12.035 eV. The calculation puts the gap between HOMO and LUMO at 3.406 eV. As for the total energy: -1433.0907 Eh. The HOMO energy comes out at -15.4401 eV.

```
! wB97M-V def2-TZVPD RIJCOSX def2/J DEFGRID3
* xyz 2 1
C -1.4254 -1.6931 -0.4833
N -1.3059 -0.2667 -0.1630
C -0.8269 0.1127 1.1643
P 0.7631 1.1163 0.8652
F -0.2150 2.0673 -0.0914
S 1.7169 -0.2226 2.3359
C 1.8692 0.6099 -0.5026
O 1.7859 1.4008 -1.6648
N 1.3299 0.7187 -2.8405
O 0.5074 -0.0771 -2.6202
H -0.8790 -2.3031 0.2367
H -2.4935 -2.1293 -0.4841
H -1.0341 -1.8822 -1.4862
H -2.1495 0.2517 -0.4511
H -1.4942 0.7956 1.6899
H -0.6664 -0.7562 1.7999
H 1.0824 2.2412 1.6184
H 2.8691 0.4552 2.4493
H 2.8829 0.7230 -0.1117
H 1.6974 -0.4506 -0.7039
Sn -4.0144 -0.7116 -0.5568
*
```

Atomic partial charges in e from the Löwdin method, atoms 1 to 5:
1 C -0.13
2 N -0.16
3 C -0.31
4 P 0.61
5 F -0.30